127
Properties=species:S:1:pos:R:3:forces:R:3:mulliken_charge:R:1 method="wB97M-V/def2-TZVPD" e_homo_ev=-11.85 multiplicity=1 energy_ha=-4646.5953 charge=+2 orbital_gap_ev=4.52 de_lowest_kj_mol=518.25
Cu 18.054756 -24.207572 13.372931 0.070 2.156 0.682 0.325
Ca 21.701847 -24.413737 13.112678 -0.780 1.905 0.643 1.376
C 20.233157 -22.441369 15.286579 0.514 -1.873 0.302 -0.054
O 20.030468 -23.043176 14.018122 0.450 -1.656 -1.676 -0.283
H 19.280200 -22.224747 15.770854 0.181 0.623 -0.014 0.204
H 20.727392 -23.201709 15.918157 -0.225 0.228 0.376 -0.070
H 20.986374 -21.648592 15.257956 -0.605 0.512 -0.190 -0.061
C 15.792863 -22.094333 9.380414 -0.815 0.831 1.143 -0.822
O 17.006202 -21.613089 9.940510 0.668 0.251 0.059 -0.386
C 17.304883 -22.115067 11.208928 -0.631 -1.432 0.181 -0.754
C 16.362244 -21.711567 12.343483 -0.436 0.683 -1.803 0.004
N 16.925863 -22.148042 13.634408 -0.037 0.782 -1.758 0.615
C 16.162042 -21.681534 14.828140 2.281 -1.231 0.831 -0.609
C 14.849308 -22.342267 15.066790 -1.053 0.303 0.549 -0.877
O 13.909586 -21.838514 14.153228 -0.154 0.093 -0.498 -0.266
C 12.571335 -22.097970 14.492566 -0.654 -1.260 1.276 -0.836
H 14.967064 -21.521492 9.821756 -0.074 -0.001 -0.146 0.324
H 15.590488 -23.125115 9.685276 0.300 -0.249 -0.541 0.346
H 15.769431 -21.882367 8.317293 0.311 -0.410 -0.070 0.250
H 18.332647 -21.882307 11.495785 0.091 0.218 -0.310 0.210
H 17.168892 -23.216795 11.143977 0.535 -0.391 0.073 0.400
H 15.368128 -22.073512 12.089782 -0.068 -0.071 0.582 0.742
H 16.392960 -20.621869 12.218546 -0.545 0.076 0.746 0.085
H 17.676053 -21.451099 13.542605 0.743 -0.698 1.019 -0.385
H 16.249107 -20.602920 14.959133 -0.818 0.139 -0.548 0.348
H 16.874050 -22.038533 15.585118 -0.551 0.009 0.582 0.157
H 14.486060 -22.135917 16.084472 0.292 0.362 0.062 0.507
H 14.901342 -23.441604 15.082546 0.236 -0.045 -0.581 0.298
H 12.349924 -21.916929 15.554458 0.247 0.907 -0.051 0.284
H 12.309715 -23.166943 14.504718 0.335 -0.149 -0.801 0.329
H 11.856651 -21.580792 13.864072 0.335 0.261 -0.182 0.307
C 13.647128 -19.084871 17.342709 0.613 -0.904 0.905 -0.722
O 14.553044 -18.034409 17.539379 0.021 1.237 0.131 -0.433
C 15.835426 -18.170083 16.940917 -1.481 -1.743 -0.942 -0.033
C 16.859754 -18.723097 17.893349 0.753 0.775 0.588 -0.154
N 17.113182 -17.880008 19.076103 0.187 -0.298 -1.393 -0.395
C 18.043599 -18.493408 20.024154 -0.851 0.829 0.048 -0.736
C 19.507113 -18.334209 19.608044 -0.708 0.320 1.060 -0.638
O 19.811559 -19.072690 18.464927 -0.023 -0.716 -0.797 -0.144
C 21.149261 -18.897808 17.992795 -1.688 -0.552 -0.197 -0.559
H 14.073653 -19.999811 17.785785 0.028 -0.192 -0.319 0.240
H 13.397796 -19.282078 16.296806 -0.082 0.250 -0.065 0.304
H 12.772109 -18.913180 17.966573 -0.167 0.400 -0.373 0.364
H 16.053292 -17.320592 16.293511 0.378 0.643 0.910 0.422
H 15.696021 -18.939129 16.162402 0.252 -0.226 0.011 -0.260
H 17.788648 -18.825231 17.327079 0.037 -0.156 0.144 0.067
H 16.576662 -19.709908 18.282205 -0.254 -0.303 -0.532 0.199
H 16.200546 -17.638115 19.439405 0.203 -0.037 0.549 0.289
H 17.786557 -19.521937 20.308226 0.137 -0.289 -0.399 0.368
H 17.863584 -17.924967 20.938887 0.552 0.009 0.163 0.457
H 20.095845 -18.671595 20.472465 0.282 0.103 -0.128 0.379
H 19.665374 -17.261936 19.439732 0.206 -0.039 -0.011 0.361
H 21.798296 -19.486019 18.643617 0.614 0.861 0.177 0.307
H 21.252708 -17.825083 17.823230 1.035 -0.039 0.427 0.378
H 21.186888 -19.386435 17.015363 -0.051 0.032 -0.060 -0.060
C 20.707413 -17.865064 6.700533 -0.397 0.634 -0.052 -0.740
O 21.558042 -17.624972 7.802005 -0.117 -1.059 -0.196 -0.317
C 21.058078 -16.902016 8.901837 1.077 0.812 0.326 -0.666
C 21.676253 -17.528049 10.153370 -0.599 -1.029 0.901 -0.193
N 20.713606 -17.602229 11.265373 -0.581 0.607 -0.766 -0.439
C 19.692620 -18.679179 11.045892 1.429 2.359 0.867 0.550
C 18.486602 -18.364333 11.939659 -0.106 -1.632 -0.013 -1.257
O 18.379918 -19.383366 12.960445 -0.883 0.005 0.203 -0.028
C 19.079485 -19.023900 14.146278 -0.200 -0.031 -0.632 -0.359
H 20.689731 -16.978716 6.060981 -0.269 -0.014 -0.071 0.291
H 19.693737 -18.115238 7.027488 -0.075 0.134 0.018 0.303
H 21.051560 -18.696299 6.087247 0.412 -0.038 0.288 0.246
H 19.977531 -16.816349 9.047307 -0.123 -0.469 -0.532 0.442
H 21.425808 -15.877027 8.787706 -0.196 0.121 0.176 0.345
H 22.584942 -17.049359 10.514426 -0.030 0.179 -0.221 0.475
H 21.913898 -18.573405 9.897738 0.426 0.102 -0.393 -0.085
H 21.172344 -17.825011 12.138177 0.238 0.269 -0.021 0.290
H 20.301117 -19.545041 11.319023 -1.187 -0.891 -0.193 -0.850
H 19.373218 -18.657180 10.006959 0.270 -0.326 -0.067 0.732
H 17.612199 -18.402239 11.286702 -0.295 -0.270 0.434 0.308
H 18.478490 -17.390296 12.423212 0.496 0.163 -0.216 0.335
H 18.684750 -18.090820 14.557221 0.330 0.173 -0.108 0.409
H 20.133059 -18.966223 13.852991 0.178 0.257 0.686 0.138
H 18.920381 -19.779558 14.916577 0.115 -0.210 -0.203 -0.188
C 24.084007 -24.307012 15.483809 1.888 -0.170 0.490 -0.784
O 23.338967 -23.483679 14.598347 -0.683 -1.268 -1.427 -0.273
C 24.124184 -22.597827 13.784799 0.451 2.476 0.842 -0.689
C 23.290557 -21.851812 12.767112 -0.317 1.067 0.128 -0.517
N 22.772306 -22.665550 11.668550 -0.284 -0.328 0.049 -0.047
C 22.221204 -21.833272 10.545333 -0.494 -1.474 -0.232 1.308
C 23.318858 -21.390304 9.566327 0.380 0.990 0.336 -0.790
O 24.467178 -22.177493 9.808715 -0.246 -0.367 0.108 -0.396
C 25.562075 -21.964754 8.925168 -0.272 1.453 -0.019 -0.809
H 24.824497 -23.728277 16.046379 -0.434 0.394 0.136 0.294
H 24.750153 -25.002853 14.959654 -0.469 -0.207 -0.316 0.353
H 23.471412 -24.842039 16.204882 -0.438 0.186 -0.258 0.226
H 25.075790 -22.903290 13.340453 -0.253 -1.156 0.234 0.555
H 24.386041 -21.813148 14.504784 0.467 0.040 -0.191 0.402
H 23.828507 -20.995102 12.343549 0.738 -0.349 0.179 0.501
H 22.512837 -21.298281 13.307165 -0.569 -0.613 -0.137 0.146
H 23.599232 -23.048935 11.195434 0.106 -0.130 0.231 0.312
H 21.593959 -21.019259 10.896285 0.221 0.072 0.184 -1.515
H 21.555519 -22.526829 10.028842 -0.122 0.192 -0.185 0.402
H 23.547900 -20.331717 9.727678 0.215 0.052 0.111 0.414
H 22.970267 -21.422421 8.532329 -0.043 -0.418 -0.054 0.553
H 26.455153 -22.376489 9.383408 -0.141 -0.643 -0.361 0.289
H 25.778027 -20.890362 8.854232 -0.154 0.046 0.083 0.332
H 25.289234 -22.261510 7.912746 0.404 -0.566 0.055 0.313
C 21.497630 -25.269315 18.756652 -1.179 -0.702 0.836 -0.365
O 21.131148 -26.608890 19.088018 0.549 0.161 -0.584 -0.391
C 19.801928 -26.876715 18.724183 -0.525 -0.747 -0.738 -0.094
C 19.513384 -28.396014 18.576279 0.212 0.225 0.922 -0.942
N 18.106653 -28.720449 18.784411 -0.069 0.315 -0.094 -0.207
C 17.518858 -28.456414 20.109154 0.315 -0.685 -0.472 -0.386
C 16.276180 -29.280837 20.382356 0.149 -0.410 -0.053 -0.717
O 15.093425 -28.886946 19.717191 -0.399 0.623 0.841 -0.375
C 15.102720 -28.783160 18.318990 1.073 -0.138 0.152 -0.611
H 20.829610 -24.606855 19.316111 0.006 0.324 -0.171 0.331
H 21.295822 -25.144634 17.689720 0.446 0.402 -0.201 -0.087
H 22.505242 -25.055877 19.099602 0.182 -0.251 -0.340 0.316
H 19.516639 -26.514536 17.721491 0.457 0.702 -0.030 0.156
H 19.119826 -26.383958 19.421690 -0.079 -0.204 0.191 0.302
H 20.212563 -28.917568 19.234583 -0.440 -0.226 0.315 0.425
H 19.723882 -28.795076 17.582831 0.343 0.454 -0.145 0.301
H 17.613634 -28.128426 18.125061 -0.156 -0.342 -0.172 0.134
H 17.275442 -27.398567 20.241275 0.200 0.032 0.404 0.247
H 18.240293 -28.842086 20.834112 0.103 0.539 0.177 0.404
H 16.129815 -29.229845 21.463149 -0.628 0.376 -0.082 0.368
H 16.476428 -30.348275 20.233944 0.134 0.005 -0.535 0.410
H 15.698654 -27.934146 17.947708 -0.069 0.175 0.219 0.106
H 14.087496 -28.592737 17.982573 -0.067 -0.495 0.002 0.272
H 15.606316 -29.672840 17.924831 -0.560 -0.097 -0.480 0.367